1.
Computed, not measured: a structure of composition C18H25F3FeN5O4STe, with ωB97M-V/def2-TZVPD.

The geometry in XYZ format:
```
58
Properties=species:S:1:pos:R:3:forces:R:3:mulliken_charge:R:1
Fe 2.466180 -1.435772 -0.086912 -0.055 -0.030 -0.640 0.603
N 0.360616 -1.484860 0.847753 -1.294 0.272 0.405 -0.257
C 0.500261 -0.636672 2.058201 -0.113 -1.440 -0.512 0.472
C -0.723798 -0.691177 3.027957 1.048 0.715 -0.558 -0.631
C -1.828545 0.356282 2.603815 0.271 -1.282 1.237 -0.123
C -1.608629 1.828826 2.988133 1.314 -0.091 -1.702 -1.220
N -0.827266 2.596349 1.935984 -0.508 -1.351 1.950 -0.143
C -1.348624 2.767124 0.748948 1.275 1.993 -3.683 0.558
N -0.432439 3.009210 -0.278211 -0.251 -0.308 1.834 -0.545
N -2.657269 2.956775 0.506581 4.507 -1.507 2.219 -0.131
C 1.859763 -1.031842 2.611971 2.607 0.205 2.803 0.559
O 2.179597 -0.658450 3.766599 -1.160 -0.425 -1.645 -0.728
O 2.711139 -1.670112 1.848805 -1.442 0.744 0.427 -0.614
H -0.435746 -1.117814 0.332232 0.099 0.077 -0.448 0.153
H 0.025899 -2.399756 1.162029 0.452 0.045 -0.095 0.182
H 0.644638 0.374974 1.708331 -0.060 0.505 -0.170 -0.329
H -0.282002 -0.377728 4.017331 -0.740 -0.787 -0.645 0.337
H -1.143307 -1.759558 2.988321 0.523 1.636 0.451 0.277
H -2.648639 0.065642 3.284871 -0.293 0.061 -0.825 0.318
H -2.084050 0.224709 1.531926 -0.290 0.150 0.559 0.269
H -1.072676 1.934306 3.922622 -0.103 0.120 0.204 0.492
H -2.567772 2.315341 3.011312 -0.387 0.285 0.573 0.377
H 0.173300 2.707465 1.997413 -0.059 -0.430 0.142 0.351
H 0.497964 2.595738 -0.184802 -0.575 0.161 0.245 0.155
H -0.731808 2.901218 -1.215695 -0.827 -0.204 -0.883 0.332
H -3.129804 2.625797 1.292559 -2.513 0.108 0.333 0.136
H -2.842458 3.461158 -0.291533 -1.717 0.529 -1.925 0.230
C 4.417080 1.421117 -0.921603 0.523 0.344 0.425 -1.215
C 5.030075 0.060172 -0.935959 0.650 -0.891 -0.234 0.294
C 6.293645 -0.226253 -1.420022 -0.463 -1.052 0.635 -0.643
C 6.499332 -1.631175 -1.393829 -1.551 -0.574 0.646 -0.739
C 5.281992 -2.168128 -0.929095 0.880 2.077 -0.473 0.370
C 4.851071 -3.583011 -0.970532 -0.545 -0.257 0.970 -0.995
N 4.395404 -1.114662 -0.620913 0.344 -1.068 -0.744 0.185
H 3.683374 1.584022 -0.105449 0.085 -0.171 -0.633 0.191
H 4.069231 1.683061 -1.920110 -0.738 -0.013 0.100 0.247
H 5.223335 2.148126 -0.751782 -0.124 -0.102 0.192 0.391
H 6.979928 0.455267 -1.796557 1.124 1.331 -0.431 0.509
H 7.389393 -2.235893 -1.607121 -0.432 0.510 -0.164 0.378
H 5.223760 -4.098575 -1.871730 -0.536 0.207 0.309 0.328
H 3.744299 -3.557828 -0.884121 0.357 -0.539 -0.543 0.102
H 5.172393 -4.158517 -0.088903 0.091 0.050 -0.173 0.254
F -1.837530 -1.625414 -3.248381 2.649 -0.664 0.000 -0.185
C -0.506025 -2.012022 -3.006465 -2.835 -1.308 -1.672 0.897
F 0.131571 -2.051033 -4.202148 -0.279 0.512 0.711 -0.262
F -0.601234 -3.307096 -2.620734 0.260 0.272 0.353 -0.286
C 0.162769 -1.131716 -1.971132 0.022 2.018 -1.146 0.208
O -0.544769 -0.207986 -1.532495 1.484 -1.022 0.334 -0.515
O 1.411338 -1.363672 -1.904382 -0.207 0.004 1.330 -0.754
Te -3.576815 0.219485 -1.887922 -0.109 0.261 0.498 -0.265
C -5.546713 0.675635 -1.388283 -1.697 0.438 0.013 -0.159
C -6.746466 0.236059 -1.971088 1.490 -1.186 0.083 -0.395
C -7.927691 0.775043 -1.433529 -0.913 0.756 0.503 -0.455
C -7.692740 1.675159 -0.460431 1.566 0.692 1.074 -0.399
S -5.970687 1.851279 -0.100327 -0.706 -1.116 -1.621 -0.130
H -6.785162 -0.639886 -2.647009 0.325 0.896 0.171 0.305
H -8.970926 0.590287 -1.701001 0.485 -0.313 -0.285 0.298
H -8.307757 2.280979 0.156515 -0.908 0.162 0.127 0.360
```
Forces are in eV/Å.

* orbital gap (alpha / beta): 4.99 / 4.99 eV
* expectation value of S²: 6.0098
* net charge: -1
* spin multiplicity: 5
* LUMO (alpha / beta): 0.05993 / 0.05983 Eh

***

2.
Computed, not measured: a structure of composition C18H25FeN2O10S2Si, with ωB97M-V/def2-TZVPD.

The geometry in XYZ format:
```
59
Properties=species:S:1:pos:R:3:forces:R:3:mulliken_charge:R:1
Fe -1.182159 -0.268090 0.197986 0.107 -0.124 0.110 2.823
C 1.157881 1.706901 3.905589 0.050 0.026 -0.011 -1.321
Si 0.438883 0.196743 3.005324 0.025 0.072 -0.056 0.293
C 1.341266 -1.337257 3.610131 0.023 -0.045 -0.005 -1.149
C -1.298874 0.081451 3.665177 -0.112 -0.054 -0.037 -0.947
N 0.493185 0.392641 1.284938 0.123 -0.003 0.014 0.336
C 1.679805 0.552004 0.637364 0.067 0.030 0.130 0.337
C 2.946057 0.673072 1.265288 -0.030 -0.035 -0.047 -0.490
C 4.128710 0.862284 0.571226 -0.008 -0.013 -0.006 -1.236
C 4.136347 0.953790 -0.812480 -0.019 -0.003 -0.019 -0.722
C 2.920876 0.834047 -1.479232 0.101 0.026 0.068 -0.578
C 1.756689 0.619089 -0.775648 -0.211 -0.039 -0.077 1.061
O 0.526424 0.565683 -1.444988 0.027 0.016 0.009 -0.197
C 0.470555 0.048615 -2.698671 0.044 -0.097 0.028 0.131
C 1.138831 -1.092467 -3.079410 0.002 0.131 -0.069 -0.120
C 1.246115 -1.388354 -4.431931 -0.020 0.048 -0.087 -1.037
C 0.787226 -0.453428 -5.414075 0.064 -0.081 0.084 -0.127
C 0.075472 0.635740 -5.059526 0.055 -0.001 0.026 -1.221
C -0.407627 0.796953 -3.651650 -0.075 -0.066 0.005 0.654
H 0.932549 1.648914 4.974222 -0.031 -0.022 0.028 0.338
H 0.692322 2.615424 3.514386 -0.017 0.026 -0.002 0.342
H 2.236811 1.817805 3.797024 0.016 0.048 0.032 0.368
H 1.230596 -1.436546 4.694369 0.008 0.013 0.031 0.370
H 2.405677 -1.332080 3.373180 0.052 -0.001 -0.002 0.298
H 0.907062 -2.222223 3.140645 -0.016 -0.017 -0.007 0.276
H -1.234109 -0.024358 4.753419 0.011 -0.014 0.017 0.460
H -1.830931 -0.776233 3.256803 -0.024 -0.028 -0.015 0.168
H -1.897014 0.966083 3.448736 0.008 0.057 0.016 0.177
H 2.987511 0.601674 2.340152 0.047 -0.021 0.033 0.106
H 5.058527 0.934337 1.126096 -0.005 0.008 0.008 0.352
H 5.052980 1.108381 -1.367575 0.004 0.005 0.009 0.364
H 2.884372 0.897150 -2.558503 -0.035 0.005 -0.037 0.414
H 1.602513 -1.701945 -2.316460 0.000 -0.007 0.010 0.618
H 1.748209 -2.293689 -4.746554 0.010 0.000 -0.012 0.411
H 1.037504 -0.620348 -6.455974 0.001 -0.007 -0.002 0.390
H -0.266966 1.353325 -5.793835 -0.044 -0.009 0.001 0.413
H -0.476061 1.838265 -3.331523 0.022 -0.008 -0.009 0.212
O -1.776718 0.279151 -3.709199 -0.014 0.125 -0.005 -0.346
S -2.600063 0.168593 -2.318446 0.363 -0.270 0.221 0.635
O -3.960480 0.147998 -2.756681 -0.092 -0.011 -0.052 -0.742
O -2.159046 1.299394 -1.508611 -0.210 0.146 -0.455 -0.752
O -2.106347 -1.076456 -1.698267 -0.176 0.264 0.024 -0.724
N -1.757843 2.954914 0.903232 0.145 -0.077 0.036 -0.725
C -3.065037 2.652058 1.462606 0.039 0.081 -0.035 -0.642
C -3.628442 1.217797 1.401034 0.025 -0.125 0.115 0.331
O -4.791320 1.077229 1.777223 -0.070 0.046 0.004 -0.831
O -2.860624 0.265272 1.030041 -0.206 0.136 0.067 -1.040
H -1.040085 2.365322 1.321728 -0.096 0.030 0.005 0.065
H -1.760762 2.689885 -0.075347 0.000 0.029 0.008 0.503
H -3.811930 3.285008 0.978361 -0.010 -0.002 0.018 0.394
H -3.075687 2.934985 2.520662 -0.036 -0.031 -0.011 0.310
C -1.375118 -4.000274 -0.634372 -0.057 -0.083 -0.058 -0.973
S -0.390646 -3.053116 0.491533 -0.175 0.347 0.052 1.246
O 0.385071 -2.117220 -0.333735 0.081 -0.237 -0.074 -0.681
O 0.392134 -4.012925 1.242505 0.044 -0.028 0.073 -0.699
O -1.357963 -2.275023 1.295018 0.212 -0.142 -0.069 -0.751
H -0.704946 -4.651435 -1.191690 -0.004 -0.022 -0.038 0.327
H -1.903308 -3.318683 -1.295631 0.010 0.057 0.011 0.184
H -2.078049 -4.585854 -0.045959 0.008 -0.049 0.008 0.341
```
Forces are in eV/Å.

* orbital gap (alpha / beta): 6.53 / 5.62 eV
* relative energy (zero: lowest compared OMol25 entry of this formula, charge and spin): 0.750 eV
* expectation value of S²: 8.7925
* net charge: -2
* spin multiplicity: 6
* LUMO (alpha / beta): 0.17085 / 0.14111 Eh

***

3.
Computed, not measured: a cluster of 3 separate species, C18H25IN2O4S2 in total, with ωB97M-V/def2-TZVPD.

The geometry in XYZ format:
```
52
Properties=species:S:1:pos:R:3:forces:R:3:mulliken_charge:R:1
C 0.382348 -2.519205 1.292303 0.102 -0.091 0.045 -1.165
C 1.505684 -1.979237 0.389091 0.002 -0.007 0.062 -0.423
C 1.142163 -1.375647 -0.976558 0.245 0.028 0.151 -1.172
I 0.006453 -2.746307 -2.171106 -0.120 -0.029 -0.053 0.131
C 0.548257 0.038565 -1.029189 0.068 0.186 0.109 0.483
O 1.720982 0.899557 -1.160409 -0.252 0.095 -0.030 -0.442
S 1.275037 2.363669 -0.725588 0.459 0.688 -0.362 1.157
O 2.436746 3.076726 -0.289878 -0.998 -0.408 -0.420 -0.612
O 0.384158 2.891605 -1.728947 0.739 -0.345 0.976 -0.551
O 0.458727 1.887959 0.541678 -0.212 -0.233 -0.402 -0.451
C -0.181063 0.591431 0.237985 -0.019 0.105 0.217 0.620
C -1.685415 0.821833 0.123392 0.054 0.179 0.255 -0.787
C -2.540954 -0.432689 -0.130952 -0.206 -0.062 0.134 -0.262
C -3.464398 -0.392715 -1.368402 -0.078 -0.117 0.188 -0.685
S -2.708287 0.263924 -2.886993 0.058 -0.136 -0.128 -0.201
H 0.016706 -1.781522 2.012183 -0.029 -0.065 -0.165 0.313
H -0.463873 -2.893712 0.709441 0.080 0.051 0.079 0.233
H 0.757933 -3.361971 1.883855 -0.038 0.169 -0.121 0.388
H 2.202251 -2.800186 0.185454 -0.068 0.194 0.004 0.365
H 2.086082 -1.217496 0.929293 -0.002 -0.133 -0.079 0.373
H 2.075333 -1.284685 -1.541768 -0.244 -0.113 0.043 0.616
H -0.073293 0.192353 -1.917917 0.088 -0.053 0.156 0.413
H 0.075569 0.007088 1.123586 -0.150 -0.036 -0.260 0.058
H -1.965541 1.264136 1.088651 -0.064 0.006 -0.261 0.360
H -1.874847 1.577589 -0.645758 0.114 -0.107 0.032 0.201
H -1.930548 -1.342831 -0.141937 -0.017 0.161 -0.149 -0.148
H -3.225870 -0.547074 0.720541 0.222 -0.146 -0.103 0.381
H -3.824660 -1.404304 -1.584265 0.063 0.175 0.143 0.445
H -4.336915 0.223449 -1.138854 0.172 0.008 -0.091 0.200
H -3.714778 1.077217 -3.226048 0.083 0.103 0.070 0.122
C -5.175179 4.461735 1.454387 -0.010 -0.014 -0.023 -0.130
C -5.993561 3.600543 0.739805 0.017 0.019 0.020 -0.584
C -5.491921 3.024439 -0.417682 0.058 0.017 0.015 -0.148
N -4.264543 3.251591 -0.882496 -0.034 -0.045 0.001 -0.318
C -3.488904 4.085925 -0.190338 -0.091 -0.092 -0.033 -0.276
C -3.897605 4.710639 0.979659 0.029 0.013 -0.004 -0.483
H -5.528807 4.932101 2.362924 0.006 -0.002 -0.001 0.384
H -6.999890 3.379003 1.068497 0.002 -0.004 -0.004 0.366
H -6.106103 2.346333 -1.002031 -0.006 0.010 0.005 0.397
H -2.497150 4.254208 -0.593595 0.049 0.010 0.007 0.440
H -3.224146 5.376572 1.501863 0.000 0.000 -0.003 0.375
C 6.870587 -3.848539 -0.033003 -0.019 0.014 0.014 -0.195
C 6.643953 -4.065576 1.316955 0.005 0.005 -0.027 -0.349
C 5.785121 -3.208746 1.990087 -0.009 0.025 -0.027 -0.229
N 5.164461 -2.183724 1.409771 -0.036 -0.033 0.011 -0.476
C 5.393609 -1.985913 0.113344 -0.052 0.039 0.013 -0.173
C 6.231157 -2.784830 -0.650191 0.022 -0.036 0.009 -0.484
H 7.533173 -4.495279 -0.593448 0.000 -0.001 0.001 0.372
H 7.120980 -4.881546 1.842442 -0.001 -0.001 0.003 0.352
H 5.585017 -3.350365 3.046502 0.006 -0.005 0.000 0.363
H 4.879546 -1.141744 -0.335362 0.014 0.005 -0.012 0.469
H 6.376220 -2.574350 -1.700973 0.001 0.007 0.001 0.363
```
Forces are in eV/Å.

* orbital gap: 9.29 eV
* structure (SMILES): CC[C@@H](I)[C@@H]1OS(=O)(=O)O[C@H]1CCCS.c1ccncc1.c1ccncc1
* LUMO: 0.01390 Eh

***

4.
Computed, not measured: a structure of composition C18H25IrN5OS2Si, with ωB97M-V/def2-TZVPD.

The geometry in XYZ format:
```
53
Properties=species:S:1:pos:R:3:forces:R:3:mulliken_charge:R:1
Ir -1.292366 0.269322 -0.707901 0.484 0.742 -0.218 0.745
S -2.653523 1.618634 0.685764 -0.072 -0.178 -0.279 -0.491
C -4.021582 0.976770 -0.161980 0.308 -0.252 -0.137 0.730
S -3.458863 -0.224473 -1.297021 -0.222 -0.110 0.100 -0.475
C -5.332095 1.341527 0.036170 -0.016 0.019 -0.004 0.298
C -6.386627 0.744109 -0.710695 -0.007 -0.012 -0.015 0.017
N -7.240803 0.261175 -1.315611 -0.010 0.008 0.010 -0.551
C -5.667704 2.338646 0.995887 -0.009 0.001 -0.004 -0.080
N -5.934238 3.146648 1.773847 -0.011 -0.001 0.002 -0.560
C 1.904519 0.518232 -2.093221 0.282 -0.124 -0.117 -0.706
C 1.083360 -0.651943 -2.530905 0.023 0.235 -0.043 0.394
C 1.535050 -1.621388 -3.394833 0.055 -0.012 -0.016 -0.856
C 0.490282 -2.558275 -3.525229 -0.002 -0.011 0.146 -0.869
C -0.546742 -2.118446 -2.730742 0.193 0.201 -0.096 0.443
C -1.801877 -2.903074 -2.550384 -0.236 0.169 0.009 -1.196
N -0.208889 -0.914443 -2.127224 -0.075 -0.242 0.125 -0.019
H 2.860663 0.471241 -2.617864 0.016 -0.005 -0.094 0.217
H 2.117100 0.498389 -1.018795 0.124 -0.211 -0.418 -0.214
H 1.442048 1.482472 -2.323430 0.011 -0.045 -0.006 0.338
H 2.509959 -1.639757 -3.860203 -0.004 0.007 -0.006 0.396
H 0.485910 -3.469657 -4.104384 -0.007 -0.010 0.004 0.426
H -1.627114 -3.910016 -2.935354 -0.021 0.036 -0.002 0.335
H -2.651907 -2.491534 -3.096441 -0.094 0.098 0.041 0.263
H -2.096051 -3.004010 -1.507297 -0.114 0.091 0.108 0.110
N 0.344834 1.499042 -0.117720 -0.340 -0.463 0.419 -0.566
C 1.219099 2.080050 0.354137 -0.474 0.103 0.409 0.635
N 2.192311 2.779360 0.920413 0.074 -0.027 -0.091 -0.161
C 2.335859 2.704618 2.384927 0.010 0.019 -0.091 -0.715
C 3.343680 1.628892 2.754594 0.002 0.020 0.014 -0.394
O 4.580939 1.849302 2.094653 -0.024 -0.020 0.031 -0.447
C 4.417826 1.772082 0.688217 0.004 0.010 -0.024 -0.433
C 3.477343 2.862515 0.208909 -0.045 0.099 -0.026 -0.667
H 1.360162 2.512421 2.828026 -0.002 -0.025 -0.003 0.461
H 2.695544 3.679236 2.720977 -0.013 0.001 0.021 0.319
H 2.955317 0.640778 2.485910 -0.064 -0.057 -0.010 0.261
H 3.543336 1.644037 3.825350 0.012 0.013 -0.004 0.382
H 4.025755 0.786516 0.405088 0.005 0.005 0.008 0.325
H 5.405395 1.896784 0.245453 0.002 -0.001 0.003 0.374
H 3.292545 2.797919 -0.862456 0.015 -0.038 0.003 0.438
H 3.906065 3.841117 0.435741 0.010 0.002 -0.021 0.308
C -2.711905 -2.022600 1.529694 0.067 -0.072 -0.005 -1.192
Si -1.081713 -1.286698 0.944803 0.067 0.034 0.113 0.653
C 0.051738 -2.705636 0.446551 -0.044 -0.074 0.031 -1.124
C -0.272545 -0.504464 2.471596 -0.059 -0.083 0.050 -0.694
H -2.517951 -2.756960 2.319030 -0.005 0.020 0.014 0.412
H -3.235657 -2.525658 0.716044 -0.010 0.001 0.004 0.335
H -3.373542 -1.250964 1.927391 0.001 0.020 -0.011 0.288
H 0.227744 -3.350508 1.315040 0.012 -0.004 -0.009 0.482
H 1.013032 -2.345941 0.073079 0.004 0.037 0.008 0.232
H -0.389192 -3.308587 -0.349659 0.091 0.010 0.117 0.310
H -0.279630 -1.218265 3.302194 0.010 0.014 -0.003 0.484
H -0.803036 0.395521 2.790029 0.012 0.003 -0.018 0.262
H 0.768135 -0.254055 2.259835 0.084 0.059 -0.016 -0.265
```
Forces are in eV/Å.

* orbital gap: 6.56 eV
* relative energy (zero: lowest compared OMol25 entry of this formula, charge and spin): 0.109 eV
* net charge: -1
* LUMO: 0.08017 Eh

***

In order of appearance, calculated total energy = -95381.8851, -106467.2575, -60011.8834, -60960.0016 eV.